A cluster of 14 separate species, C56H84O28 in total in a non-equilibrium geometry. Source: the OMol25 dataset; level of theory: wB97M-V/def2-TZVPD.

Summary:
Multiplicity: 1
Molecular weight in g mol⁻¹: 1205.3
HOMO level in eV: -9.603

Geometry (Å):
1 O -6.368 -3.802 -0.312
2 C -6.014 -3.043 0.531
3 O -4.998 -2.173 0.319
4 C -4.754 -1.306 1.473
5 C -5.587 -1.895 2.608
6 C -6.534 -2.892 2.011
7 H -5.085 -0.348 1.145
8 H -3.707 -1.310 1.647
9 H -6.088 -1.064 3.140
10 H -4.876 -2.326 3.363
11 H -7.520 -2.556 1.943
12 H -6.507 -3.866 2.483
13 O 0.413 2.349 5.189
14 C -0.694 2.809 5.124
15 O -1.735 2.097 4.683
16 C -2.940 2.859 4.762
17 C -2.666 4.028 5.725
18 C -1.184 4.164 5.509
19 H -3.755 2.169 5.050
20 H -3.115 3.313 3.786
21 H -2.890 3.746 6.782
22 H -3.178 4.912 5.390
23 H -0.745 4.459 6.456
24 H -0.973 4.881 4.781
25 O -2.749 -1.619 4.266
26 C -2.112 -2.548 3.821
27 O -2.668 -3.342 2.970
28 C -1.686 -4.308 2.456
29 C -0.304 -3.864 2.948
30 C -0.698 -3.004 4.154
31 H -1.896 -4.289 1.420
32 H -1.914 -5.252 2.977
33 H 0.198 -3.207 2.276
34 H 0.335 -4.743 3.211
35 H -0.011 -2.209 4.242
36 H -0.800 -3.647 5.012
37 O -1.389 -5.390 -4.066
38 C -0.977 -4.909 -3.100
39 O -0.109 -3.873 -3.138
40 C 0.147 -3.330 -1.835
41 C -0.741 -4.066 -0.893
42 C -1.098 -5.350 -1.689
43 H -0.009 -2.235 -1.739
44 H 1.192 -3.416 -1.615
45 H -1.561 -3.469 -0.644
46 H -0.115 -4.211 0.025
47 H -1.950 -5.913 -1.485
48 H -0.203 -5.940 -1.561
49 O -3.629 -1.442 -2.507
50 C -4.132 -2.534 -2.606
51 O -3.598 -3.677 -2.314
52 C -4.491 -4.795 -2.693
53 C -5.620 -4.234 -3.605
54 C -5.510 -2.728 -3.326
55 H -4.933 -5.189 -1.768
56 H -3.753 -5.482 -3.152
57 H -6.607 -4.612 -3.293
58 H -5.448 -4.388 -4.676
59 H -6.217 -2.395 -2.609
60 H -5.524 -2.146 -4.226
61 O 3.698 -2.988 -2.953
62 C 4.610 -2.385 -3.435
63 O 4.622 -2.101 -4.724
64 C 5.527 -1.057 -5.076
65 C 6.223 -0.595 -3.774
66 C 5.819 -1.704 -2.769
67 H 4.884 -0.251 -5.434
68 H 6.290 -1.364 -5.815
69 H 5.861 0.429 -3.392
70 H 7.288 -0.526 -3.993
71 H 5.492 -1.327 -1.786
72 H 6.613 -2.418 -2.760
73 O -0.810 3.430 -1.676
74 C -1.911 2.986 -1.997
75 O -2.065 2.142 -3.020
76 C -3.415 1.685 -3.222
77 C -4.208 2.093 -1.932
78 C -3.257 3.004 -1.216
79 H -3.479 0.585 -3.367
80 H -3.826 2.244 -4.014
81 H -4.433 1.186 -1.418
82 H -5.119 2.630 -2.214
83 H -3.072 2.650 -0.172
84 H -3.640 4.039 -1.119
85 O 1.455 1.930 1.264
86 C 2.508 2.231 0.739
87 O 2.981 3.526 0.641
88 C 4.334 3.558 0.214
89 C 4.507 2.245 -0.601
90 C 3.515 1.328 0.046
91 H 4.966 3.411 1.099
92 H 4.440 4.533 -0.295
93 H 5.559 1.873 -0.592
94 H 4.219 2.485 -1.622
95 H 4.017 0.788 0.918
96 H 3.031 0.672 -0.697
97 O 3.204 -3.158 4.575
98 C 3.543 -3.418 3.461
99 O 3.288 -4.710 3.045
100 C 3.344 -4.721 1.549
101 C 3.282 -3.226 1.112
102 C 4.043 -2.571 2.255
103 H 2.539 -5.293 1.153
104 H 4.258 -5.193 1.255
105 H 2.263 -2.867 1.117
106 H 3.779 -3.111 0.160
107 H 3.747 -1.583 2.494
108 H 5.060 -2.670 2.158
109 O 0.423 6.826 -3.210
110 C 0.910 5.720 -3.422
111 O 0.472 5.084 -4.454
112 C 1.181 3.811 -4.678
113 C 1.928 3.539 -3.305
114 C 1.998 4.954 -2.657
115 H 1.774 3.794 -5.594
116 H 0.367 3.067 -4.815
117 H 2.890 3.074 -3.459
118 H 1.324 2.934 -2.672
119 H 2.918 5.442 -2.917
120 H 1.868 5.014 -1.542
121 O 3.065 0.714 -3.588
122 C 2.208 0.124 -4.213
123 O 2.006 0.198 -5.561
124 C 0.843 -0.629 -5.834
125 C 0.047 -0.789 -4.526
126 C 1.184 -0.744 -3.485
127 H 1.097 -1.563 -6.286
128 H 0.360 -0.100 -6.665
129 H -0.533 -1.731 -4.465
130 H -0.704 -0.049 -4.285
131 H 1.718 -1.674 -3.275
132 H 1.001 -0.281 -2.536
133 O 0.973 -1.268 0.336
134 C 0.095 -0.616 0.764
135 O -0.320 -0.656 2.050
136 C -1.168 0.529 2.360
137 C -1.694 0.982 1.039
138 C -0.841 0.302 -0.023
139 H -0.436 1.199 2.713
140 H -1.935 0.221 2.980
141 H -1.650 2.086 1.136
142 H -2.756 0.654 0.970
143 H -0.195 0.947 -0.663
144 H -1.326 -0.319 -0.750
145 O 5.441 1.416 2.820
146 C 4.679 0.849 3.631
147 O 3.382 0.688 3.343
148 C 2.628 0.014 4.403
149 C 3.460 0.341 5.678
150 C 4.885 0.374 5.083
151 H 2.661 -1.051 4.307
152 H 1.580 0.426 4.390
153 H 3.414 -0.362 6.535
154 H 3.129 1.295 6.017
155 H 5.229 -0.612 5.004
156 H 5.668 0.966 5.532
157 O -2.404 4.057 1.886
158 C -1.726 4.884 1.336
159 O -2.279 5.873 0.550
160 C -1.243 6.732 0.022
161 C 0.186 6.268 0.705
162 C -0.232 4.867 1.158
163 H -1.582 7.726 0.174
164 H -1.114 6.574 -1.021
165 H 0.337 6.937 1.500
166 H 0.999 6.330 -0.026
167 H 0.195 4.556 2.117
168 H 0.119 4.164 0.388


A cluster of 11 separate species, C59H136N6O11 in total in a non-equilibrium geometry. Source: the OMol25 dataset; level of theory: wB97M-V/def2-TZVPD.

Summary:
Multiplicity: 1
Molecular weight in g mol⁻¹: 1105.8
HOMO level in eV: -7.684
Structure (SMILES): CC1(C)CCCC(C)(C)N1O.CC1(C)CCCC(C)(C)N1O.CC1(C)CCCC(C)(C)N1O.CC1(C)CCCC(C)(C)N1O.CC1(C)CCCC(C)(C)N1O.COC[C@H](C)N.CCO.CCO.CCO.CCO.CCO

Geometry (Å):
1 C 5.577 -4.338 -4.167
2 C 4.374 -4.537 -3.285
3 O 4.024 -5.881 -3.300
4 H 5.356 -4.688 -5.175
5 H 6.448 -4.874 -3.790
6 H 5.870 -3.300 -4.324
7 H 3.592 -3.916 -3.723
8 H 4.522 -4.233 -2.249
9 H 3.258 -5.852 -2.722
10 C -0.991 -8.853 -3.624
11 C -0.534 -8.271 -2.287
12 O -0.401 -6.891 -2.323
13 H -1.274 -9.894 -3.470
14 H -0.222 -8.702 -4.382
15 H -1.884 -8.371 -4.023
16 H 0.329 -8.893 -2.049
17 H -1.254 -8.537 -1.513
18 H -1.179 -6.500 -2.728
19 C 2.073 1.384 7.783
20 C 0.601 1.841 7.654
21 O -0.118 0.760 8.277
22 H 2.754 2.148 7.409
23 H 2.128 0.488 7.166
24 H 2.434 1.024 8.747
25 H 0.182 1.932 6.652
26 H 0.342 2.840 8.004
27 H 0.403 0.609 9.069
28 C -4.219 8.301 -0.714
29 C -3.499 9.540 -1.159
30 O -2.175 9.067 -1.379
31 H -5.167 8.621 -0.280
32 H -3.740 7.849 0.155
33 H -4.370 7.389 -1.291
34 H -3.595 10.352 -0.438
35 H -4.102 9.764 -2.039
36 H -1.795 9.023 -0.498
37 C -5.559 -4.581 -2.590
38 C -5.109 -4.280 -4.050
39 O -3.786 -4.418 -4.274
40 H -5.375 -5.590 -2.222
41 H -6.640 -4.452 -2.657
42 H -5.161 -3.980 -1.772
43 H -5.467 -3.316 -4.411
44 H -5.664 -4.845 -4.798
45 H -3.653 -4.493 -5.222
46 C 6.921 -2.372 9.363
47 C 6.902 -3.521 8.343
48 C 5.410 -4.023 8.395
49 C 4.954 -4.931 7.154
50 C 5.286 -4.046 5.939
51 C 6.784 -3.665 5.799
52 N 7.153 -3.029 7.055
53 O 8.421 -2.395 6.993
54 C 7.652 -4.873 5.422
55 C 6.822 -2.619 4.659
56 C 7.836 -4.699 8.826
57 H 6.650 -2.779 10.338
58 H 6.111 -1.827 8.878
59 H 7.898 -1.896 9.435
60 H 5.404 -4.576 9.334
61 H 4.651 -3.242 8.428
62 H 3.910 -5.228 7.255
63 H 5.521 -5.835 6.933
64 H 4.632 -3.174 5.899
65 H 4.941 -4.650 5.101
66 H 7.363 -5.282 4.454
67 H 8.695 -4.559 5.372
68 H 7.632 -5.588 6.245
69 H 7.795 -2.570 4.170
70 H 6.068 -2.768 3.886
71 H 6.570 -1.605 4.968
72 H 8.733 -4.836 8.221
73 H 7.218 -5.567 9.057
74 H 8.366 -4.465 9.749
75 H 8.117 -1.496 6.851
76 C -6.904 -0.016 -9.978
77 C -5.789 -0.673 -10.846
78 C -6.067 -0.176 -12.285
79 C -4.994 -0.589 -13.298
80 C -3.659 -0.234 -12.715
81 C -3.374 -0.684 -11.293
82 N -4.485 -0.395 -10.365
83 O -4.316 -0.851 -9.017
84 C -3.046 -2.256 -11.185
85 C -2.064 -0.023 -10.735
86 C -6.247 -2.158 -10.856
87 H -7.899 -0.249 -10.356
88 H -6.715 1.057 -9.998
89 H -6.865 -0.321 -8.932
90 H -7.022 -0.616 -12.570
91 H -6.216 0.901 -12.206
92 H -5.057 -0.083 -14.261
93 H -5.102 -1.650 -13.521
94 H -3.692 0.851 -12.615
95 H -2.854 -0.604 -13.350
96 H -3.594 -2.898 -11.875
97 H -1.997 -2.296 -11.480
98 H -3.148 -2.672 -10.183
99 H -2.297 0.998 -10.433
100 H -1.786 -0.596 -9.850
101 H -1.319 0.185 -11.503
102 H -7.305 -2.326 -11.055
103 H -5.979 -2.573 -9.884
104 H -5.758 -2.759 -11.622
105 H -3.971 -0.067 -8.583
106 C -0.692 0.577 -3.062
107 C -0.443 1.817 -2.245
108 C -1.290 1.576 -0.952
109 C -0.767 2.337 0.228
110 C 0.591 1.826 0.455
111 C 1.570 2.219 -0.626
112 N 0.997 1.859 -1.973
113 O 1.874 1.685 -3.048
114 C 1.836 3.690 -0.481
115 C 2.830 1.412 -0.438
116 C -0.842 3.125 -2.959
117 H -0.216 -0.286 -2.595
118 H -0.369 0.507 -4.100
119 H -1.762 0.377 -3.116
120 H -2.335 1.839 -1.116
121 H -1.463 0.541 -0.658
122 H -1.372 2.194 1.123
123 H -0.780 3.427 0.196
124 H 0.644 0.739 0.506
125 H 0.827 2.285 1.415
126 H 2.773 4.028 -0.924
127 H 0.991 4.254 -0.874
128 H 1.897 3.947 0.577
129 H 3.098 1.488 0.616
130 H 2.597 0.350 -0.518
131 H 3.677 1.646 -1.083
132 H -0.429 3.156 -3.967
133 H -0.413 4.016 -2.499
134 H -1.923 3.162 -3.095
135 H 2.167 0.795 -2.838
136 C -9.597 5.065 -2.264
137 C -10.143 3.772 -2.959
138 C -8.820 3.014 -3.583
139 C -8.044 2.454 -2.471
140 C -8.874 1.454 -1.690
141 C -10.142 2.066 -1.016
142 N -10.913 2.859 -1.956
143 O -12.093 3.433 -1.477
144 C -10.926 0.888 -0.561
145 C -9.705 2.793 0.329
146 C -10.969 4.174 -4.234
147 H -10.446 5.647 -1.906
148 H -9.109 5.818 -2.883
149 H -9.008 4.944 -1.354
150 H -9.107 2.311 -4.366
151 H -8.212 3.726 -4.142
152 H -7.682 3.184 -1.747
153 H -7.182 1.966 -2.926
154 H -8.197 1.173 -0.883
155 H -9.075 0.610 -2.350
156 H -11.265 0.312 -1.422
157 H -10.329 0.148 -0.028
158 H -11.704 1.143 0.159
159 H -9.061 3.651 0.134
160 H -10.627 3.312 0.592
161 H -9.424 2.176 1.183
162 H -11.008 3.338 -4.931
163 H -10.576 5.066 -4.722
164 H -11.953 4.496 -3.892
165 H -12.803 2.830 -1.710
166 C 12.167 2.192 5.535
167 C 11.240 3.284 4.884
168 C 10.272 2.652 3.909
169 C 9.222 3.471 3.387
170 C 8.358 4.052 4.574
171 C 9.257 4.641 5.716
172 N 10.495 3.838 5.993
173 O 11.190 4.463 7.034
174 C 9.549 6.078 5.166
175 C 8.374 4.591 6.983
176 C 12.131 4.197 4.106
177 H 12.626 1.595 4.748
178 H 11.559 1.522 6.144
179 H 12.910 2.721 6.132
180 H 10.783 2.283 3.019
181 H 9.762 1.811 4.378
182 H 8.545 3.100 2.618
183 H 9.729 4.198 2.753
184 H 7.609 3.293 4.800
185 H 7.749 4.822 4.099
186 H 8.585 6.565 5.017
187 H 10.006 6.652 5.973
188 H 10.127 6.020 4.244
189 H 8.892 4.939 7.877
190 H 7.433 5.141 6.999
191 H 7.926 3.635 7.253
192 H 13.191 3.973 3.982
193 H 12.155 5.186 4.562
194 H 11.891 4.513 3.091
195 H 10.882 4.078 7.858
196 C -2.419 -4.001 3.707
197 C -2.665 -3.105 4.868
198 C -3.480 -3.694 5.986
199 O -2.813 -4.658 6.856
200 C -3.753 -5.436 7.504
201 N -1.329 -2.925 5.483
202 H -3.372 -4.266 3.250
203 H -1.786 -4.857 3.943
204 H -1.853 -3.548 2.893
205 H -2.984 -2.121 4.525
206 H -4.377 -4.099 5.518
207 H -3.666 -2.945 6.756
208 H -4.208 -6.204 6.878
209 H -4.485 -4.821 8.029
210 H -3.279 -6.003 8.305
211 H -1.365 -2.072 6.022
212 H -1.284 -3.712 6.114